DFT (ωB97M-V/def2-TZVPD) results for a molecular structure, C18H24Br2F4I2O12Si.

Geometry as XYZ:
```
63
Properties=species:S:1:pos:R:3:lowdin_charge:R:1
C -1.127 -1.015 4.059 -0.1691
C -0.529 0.368 4.035 -0.8469
Br -1.610 1.597 5.093 0.6406
C -0.286 0.875 2.618 -0.8707
Br -1.906 1.502 1.718 0.6264
Si 1.127 2.056 2.186 0.4770
C 1.225 3.720 3.048 -0.9408
I 1.878 3.497 5.070 0.8274
C 2.008 4.761 2.264 -0.8988
C 2.037 6.145 2.874 -0.1993
I 4.000 4.127 1.763 0.9158
H -2.017 -1.062 3.428 0.0729
H -0.411 -1.747 3.683 0.0888
H -1.404 -1.307 5.071 0.0703
H 0.428 0.389 4.558 0.0683
H -0.026 -0.007 2.026 0.0491
H 0.937 2.379 0.762 -0.0025
H 2.386 1.306 2.385 -0.0169
H 0.212 4.131 3.119 0.0537
H 1.558 4.799 1.272 0.0446
H 2.741 6.216 3.700 0.0453
H 2.286 6.895 2.127 0.0776
H 1.045 6.375 3.274 0.0837
C 4.585 2.838 -2.171 -0.0421
C 3.588 1.691 -2.202 -0.3106
O 2.510 2.203 -1.443 0.0971
C 2.583 3.556 -1.417 -0.6207
O 1.732 4.268 -0.990 0.1269
O 3.745 3.974 -1.957 0.0493
F 4.061 0.582 -1.580 0.0799
H 5.254 2.717 -1.317 0.1317
H 5.142 2.975 -3.092 0.1409
H 3.230 1.405 -3.190 0.1453
C -4.831 -3.849 4.173 -0.0437
C -3.929 -3.714 5.391 -0.3117
O -2.659 -4.051 4.882 0.1264
C -2.665 -3.934 3.525 -0.5663
O -1.700 -4.001 2.841 0.1736
O -3.920 -3.698 3.085 0.0722
F -4.266 -4.597 6.363 0.0726
H -5.258 -4.853 4.158 0.1440
H -5.607 -3.094 4.098 0.1397
H -3.885 -2.717 5.834 0.1697
C 0.151 -0.699 -2.526 -0.0188
C 0.624 -2.143 -2.418 -0.2925
O 1.701 -2.197 -3.336 0.1416
C 2.124 -0.940 -3.614 -0.5537
O 3.099 -0.670 -4.238 0.1665
O 1.302 -0.030 -3.053 0.0572
F -0.338 -3.001 -2.828 0.0744
H -0.666 -0.650 -3.249 0.1209
H -0.128 -0.237 -1.584 0.1393
H 0.984 -2.458 -1.438 0.1713
C -1.864 -3.997 -6.430 -0.0392
C -2.323 -3.170 -7.623 -0.3072
O -2.641 -1.924 -7.044 0.1403
C -2.047 -1.825 -5.825 -0.5386
O -2.010 -0.838 -5.167 0.1762
O -1.485 -3.001 -5.484 0.0625
F -3.437 -3.691 -8.195 0.0717
H -2.714 -4.562 -6.044 0.1452
H -1.020 -4.650 -6.624 0.1408
H -1.577 -3.019 -8.405 0.1711
```

As for the maximum force: 0.343 eV/A. Its spin multiplicity is 1. As for the HOMO-LUMO gap: 0.346 Eh. The value obtained for the energy is -218660.3895 eV.